Computed, not measured: C28H44BaBrN3P2 as an isolated structure at a distorted geometry, with ωB97M-V with the def2-TZVPD basis set.

## Properties
relative energy (zero: lowest compared OMol25 entry of this formula, charge and spin): 180.3 kJ/mol
lowest unoccupied orbital energy: -6.289 eV
total charge: +2
HOMO-LUMO gap: 5.5557 eV
max |F|: 3.36 eV/Å
highest occupied orbital energy: -11.8 eV

Structure (XYZ):
```
79
Properties=species:S:1:pos:R:3:forces:R:3
C -0.468 -7.159 0.736 -0.174 0.134 0.069
C -0.921 -6.066 -0.036 -0.163 -1.216 -0.037
C -2.306 -5.991 -0.334 0.299 0.162 0.091
C -3.166 -6.963 0.199 0.901 0.493 -0.276
N -2.707 -7.954 0.954 -0.386 -0.578 0.286
C -1.413 -8.078 1.226 0.432 0.743 -0.561
C -0.029 -4.964 -0.341 -0.379 2.956 1.332
C 0.349 -3.790 -0.168 -1.712 -2.888 0.141
C 0.237 -2.468 0.435 0.390 0.164 -0.040
C 1.200 -2.060 1.375 0.060 -0.737 0.377
C 1.067 -0.838 2.019 -0.162 0.194 -0.199
C 0.039 0.032 1.630 -0.052 -0.846 0.457
C -0.865 -0.347 0.629 -0.200 0.368 0.165
C -0.768 -1.580 0.016 -0.091 -0.822 0.320
Ba 2.121 -2.427 -1.688 1.018 1.214 -0.774
P -0.113 1.631 2.438 0.185 -0.778 -0.259
H -2.716 -5.164 -0.918 0.211 -0.274 0.115
H 0.586 -7.263 1.004 -0.349 0.039 -0.170
H -4.242 -6.920 -0.005 0.449 -0.080 0.152
H -1.086 -8.923 1.845 -0.278 0.363 -0.263
H -1.476 -1.920 -0.745 0.187 0.315 0.260
H 1.981 -2.786 1.675 -0.463 0.607 -0.136
H -1.641 0.355 0.301 0.306 -0.365 0.096
H 1.773 -0.561 2.807 -0.244 -0.178 -0.361
C 0.902 2.713 1.403 -0.086 0.207 -0.471
C 0.542 4.192 1.409 -0.004 0.377 0.057
H 0.859 2.303 0.372 -0.142 0.172 0.660
H 1.950 2.556 1.706 -0.341 -0.113 0.178
H 1.404 4.761 1.040 -0.318 -0.039 0.134
H -0.306 4.405 0.746 0.157 -0.078 0.229
H 0.299 4.539 2.419 0.067 0.173 -0.211
C -1.892 1.915 2.578 -0.035 0.564 -0.569
C -2.620 0.747 3.242 -0.108 -0.245 0.352
H -2.259 2.065 1.550 0.063 0.089 0.229
H -2.060 2.860 3.111 0.026 -0.173 -0.140
H -3.696 0.838 3.080 0.140 0.128 0.067
H -2.327 -0.225 2.833 0.007 0.208 0.079
H -2.447 0.729 4.325 -0.039 -0.005 -0.227
C 0.578 1.458 4.089 0.144 -0.210 0.147
C 0.449 2.732 4.919 0.112 0.244 0.241
H 1.634 1.181 3.954 -0.239 0.150 0.139
H 0.087 0.610 4.587 0.038 0.152 -0.219
H 0.823 2.541 5.932 -0.026 0.114 -0.246
H 1.047 3.537 4.476 -0.176 -0.068 0.207
H -0.591 3.070 5.025 0.249 -0.097 -0.103
Br 1.423 0.513 -1.088 0.791 -0.299 -1.179
P -2.169 1.467 -3.629 -0.871 0.462 -0.495
C -2.267 2.273 -1.962 0.169 -0.188 -0.001
C -3.004 3.612 -2.019 -0.015 0.052 0.201
H -1.236 2.388 -1.598 -0.171 0.022 0.189
H -2.789 1.574 -1.293 -0.014 0.108 -0.076
H -3.271 3.942 -1.009 0.039 0.105 -0.085
H -2.383 4.389 -2.475 -0.109 -0.102 0.002
H -3.931 3.538 -2.598 0.202 -0.032 0.091
C -0.401 1.607 -4.087 0.185 -0.005 0.092
C -0.239 2.136 -5.518 0.215 -0.060 0.098
H 0.069 0.624 -3.953 0.143 0.258 -0.057
H 0.061 2.292 -3.365 0.095 -0.156 -0.177
H 0.805 2.410 -5.698 -0.105 -0.048 -0.080
H -0.527 1.383 -6.257 -0.022 0.133 0.084
H -0.855 3.026 -5.684 0.086 -0.168 0.042
C -2.446 -0.310 -3.226 0.258 0.156 -0.001
C -3.907 -0.683 -3.490 0.074 -0.284 0.046
H -2.154 -0.476 -2.181 -0.053 -0.189 -0.137
H -1.765 -0.884 -3.869 -0.168 -0.017 0.077
H -4.033 -1.768 -3.456 -0.122 0.026 0.051
H -4.576 -0.241 -2.746 0.066 0.006 -0.089
H -4.231 -0.339 -4.477 0.113 -0.033 0.190
C 5.330 1.847 0.492 -0.430 0.290 0.126
N 5.848 0.634 -0.152 -0.470 -0.356 0.026
C 7.185 0.710 -0.754 0.386 -0.238 -0.302
C 5.055 -0.388 -0.396 -0.648 -1.061 -0.595
N 4.369 -1.316 -0.651 1.270 1.597 0.606
H 6.171 2.546 0.568 -0.412 -0.181 0.057
H 4.958 1.627 1.500 0.122 0.006 -0.213
H 4.521 2.312 -0.095 0.313 -0.187 0.122
H 7.777 -0.175 -0.494 -0.146 0.236 -0.056
H 7.134 0.809 -1.846 -0.031 -0.019 0.256
H 7.665 1.604 -0.345 -0.014 -0.377 -0.131
```
Positions in Å, forces in eV/Å.

---

Computed, not measured: the molecule C3H6N2S at a distorted geometry, with ωB97M-V with the def2-TZVPD basis set.

## Properties
relative energy (zero: lowest compared OMol25 entry of this formula, charge and spin): 165.2 kJ/mol
lowest unoccupied orbital energy: 0.891 eV
SMILES string: C=CN/C=N/S
HOMO-LUMO gap: 8.7544 eV
max |F|: 1.91 eV/Å
highest occupied orbital energy: -7.9 eV

Structure (XYZ):
```
12
Properties=species:S:1:pos:R:3:forces:R:3
C -1.047 -0.171 2.242 -1.304 -0.783 -0.279
C -0.349 0.050 1.131 -1.324 -0.897 0.389
N -0.692 -0.397 -0.131 -1.332 -0.626 -0.321
C 0.028 -0.183 -1.272 1.681 0.273 0.472
N 1.153 0.441 -1.220 -0.964 -0.313 -0.549
S 1.938 0.585 -2.740 0.792 0.542 0.659
H -2.025 -0.741 2.254 1.270 0.755 -0.078
H -0.675 0.191 3.182 0.026 0.068 0.153
H 0.557 0.547 1.168 1.630 0.996 -0.023
H -1.559 -0.929 -0.218 0.556 0.353 0.018
H -0.334 -0.676 -2.173 -0.359 0.107 0.028
H 3.004 1.282 -2.223 -0.674 -0.474 -0.470
```
Positions in Å, forces in eV/Å.

---

Computed, not measured: the molecule C2H5ISi at a distorted geometry, with ωB97M-V with the def2-TZVPD basis set.

## Properties
<S²>: 2.004
relative energy (zero: lowest compared OMol25 entry of this formula, charge and spin): 115.2 kJ/mol
lowest unoccupied orbital energy (spin up / spin down): 0.762 / -3.573 eV
spin multiplicity: 3
HOMO-LUMO gap (spin up / spin down): 6.7191 / 5.5213 eV
max |F|: 4.11 eV/Å
highest occupied orbital energy (spin up / spin down): -6.0 / -9.1 eV

Structure (XYZ):
```
9
Properties=species:S:1:pos:R:3:forces:R:3
C 0.250 -0.077 0.672 0.034 -0.439 -0.860
C -0.328 0.699 -0.570 1.899 -3.643 -0.047
Si -1.168 -0.919 -0.214 -0.437 -0.714 1.039
I -3.943 0.014 0.475 -0.867 0.394 0.153
H 1.266 -0.391 0.549 0.530 -0.331 -0.353
H 0.182 0.359 1.651 -0.603 0.199 0.271
H -0.746 1.562 -0.310 -2.066 3.481 0.697
H 0.388 0.789 -1.350 0.475 0.124 -0.717
H -1.495 -2.312 -0.821 1.036 0.928 -0.183
```
Positions in Å, forces in eV/Å.

---

Number 1: E_tot -123520.005 eV. Number 2: E_tot -17022.329 eV. Number 3: E_tot -18128.583 eV.